The following is a DFT calculation (ωB97M-V/def2-TZVPD) of C9H16NOP as an isolated structure in a non-equilibrium geometry.

```
28
Properties=species:S:1:pos:R:3:lowdin_charge:R:1
C -1.143 1.393 -0.003 0.018
C 0.306 1.261 0.478 -0.365
C -2.011 0.346 0.276 -0.237
C 0.683 0.080 0.915 -0.266
C -1.692 -0.938 0.945 -0.152
C -0.298 -1.509 0.556 -0.196
C 1.155 2.401 0.535 -0.091
C -3.429 0.543 -0.317 -0.040
C -0.050 -1.733 -0.948 -0.094
N 3.934 -0.382 -1.037 0.005
O 2.581 -0.465 -0.442 -0.572
P 2.461 -0.316 1.205 0.895
H -1.509 2.171 -0.623 0.092
H -1.744 -0.819 1.956 0.095
H -2.434 -1.626 0.701 0.093
H 0.165 -2.125 1.264 0.057
H 2.016 2.006 1.097 0.034
H 0.601 3.199 0.966 0.079
H 1.524 2.934 -0.320 0.087
H -3.700 1.558 -0.536 0.072
H -4.035 0.131 0.425 0.053
H -3.532 -0.037 -1.184 0.063
H 1.080 -1.948 -1.093 0.084
H -0.338 -0.826 -1.547 0.088
H -0.655 -2.555 -1.426 0.079
H 4.016 -1.214 -1.675 0.087
H 3.758 0.314 -1.734 0.052
H 2.289 -1.842 1.565 -0.021
```

LUMO energy in eV: 0.8
Electronic energy in a.u.: -823.6890
Relative energy (zero: lowest compared OMol25 entry of this formula, charge and spin) in kcal per mole: 38.3